[1]
A 2-piece molecular cluster, C19H17Br2O4 overall in a non-equilibrium geometry, computed with the ωB97M-V functional and the def2-TZVPD basis.

XYZ file:
```
42
C19H17Br2O4 | the OMol25 dataset | the ωB97M-V functional and the def2-TZVPD basis
H 0.907 -0.777 -0.623
H 3.029 0.353 -1.247
C 2.956 3.698 -0.284
C 1.486 0.237 -4.220
C -0.187 -0.306 1.171
C -2.258 -0.784 3.043
H -1.140 0.538 4.376
H -2.244 -3.447 -1.866
C -0.346 -2.508 -2.276
H -4.436 -0.650 5.457
O 2.345 -1.293 -2.576
H -0.783 -0.779 -3.507
H 0.651 0.947 2.745
C 2.686 1.254 -0.742
H -3.404 0.761 5.005
C 1.492 1.177 0.060
H -1.144 -1.877 0.040
C -3.454 -0.334 5.103
C 1.768 3.564 0.605
C 0.004 -1.277 -2.936
C -2.239 -1.472 1.807
H 0.207 2.386 1.361
H 2.034 1.093 -3.812
C 1.095 2.383 0.736
Br 4.880 2.504 -2.065
C 3.373 2.414 -0.933
Br 1.197 5.107 1.529
H 0.509 0.575 -4.583
H 2.056 -0.162 -5.066
O 0.331 -3.053 -1.391
C 1.350 -0.851 -3.175
C -1.668 -3.096 -2.726
C -0.164 0.282 2.471
H -2.659 -0.692 5.774
H -2.270 -2.374 -3.289
O 3.556 4.761 -0.455
H -3.077 -2.125 1.572
C -1.195 -1.284 0.945
C 0.741 -0.009 0.132
H -1.463 -3.958 -3.371
O -3.358 -0.976 3.812
C -1.163 0.048 3.398
```

Its HOMO-LUMO gap is 5.544 eV. For the total energy, the calculation gives -6183.216861 Ha. The total charge is -1. Its largest force on an atom is 0.043 Eh/bohr. The calculation puts the highest occupied orbital energy at -0.1523 hartree.

Here are the Mulliken charges for atoms 1 to 6, given in e: 0.597, 0.677, 0.667, -1.162, -0.014, 1.009


[2]
C33H27N2O3Sb2Se4V as an isolated structure in a non-equilibrium geometry, computed with the ωB97M-V functional and the def2-TZVPD basis.

XYZ file:
```
72
C33H27N2O3Sb2Se4V | the OMol25 dataset | the ωB97M-V functional and the def2-TZVPD basis
C 1.920 -3.867 0.790
C 3.250 1.895 -4.115
C 2.121 3.244 2.658
C -2.975 4.063 -0.027
H -3.002 3.575 -0.993
H -1.972 -4.593 -2.670
C -1.732 -0.960 2.523
C 1.502 -1.748 -0.263
C 1.205 1.861 -2.859
C -1.801 -2.801 0.889
C -3.402 5.373 0.098
C 1.818 1.063 -1.896
C -2.165 -5.040 1.618
H -2.025 -0.643 3.523
C -2.504 3.991 2.353
H 2.448 -4.028 -2.563
C 1.923 2.275 -3.973
C 3.143 2.593 3.337
H -1.776 -2.987 4.290
N -1.508 -0.023 1.653
C 3.449 1.269 3.054
Se -1.116 -0.378 -2.247
H -3.701 7.016 1.435
C -2.928 5.300 2.465
C 2.251 -4.408 -0.443
C -1.848 -3.310 3.259
H 2.554 -5.445 -0.505
N -1.775 1.285 2.006
H -2.632 -3.105 -1.984
H -2.162 3.441 3.218
H 3.663 0.167 -1.233
C -1.738 -2.373 2.238
C 1.523 -2.539 0.883
Sb 0.790 0.262 -0.151
H 2.982 -0.443 1.846
C 1.690 1.236 1.438
C -2.108 1.983 0.970
H -2.924 5.784 3.432
C -2.032 -4.138 0.556
Se 1.195 -1.978 -5.257
H -2.355 -6.075 1.362
H 3.712 3.125 4.087
H -3.763 5.906 -0.770
O -2.093 1.392 -0.242
H 4.913 0.864 -3.227
H 4.256 0.768 3.571
H 0.599 3.078 1.155
O -1.676 -1.803 -0.011
Sb -0.613 -0.547 -4.615
O -2.142 -4.656 -0.673
C 1.842 -2.289 -1.496
H 1.900 4.282 2.863
C -3.371 5.990 1.341
C 3.165 0.737 -2.008
H 1.457 2.911 -4.714
C 2.204 -3.625 -1.589
V -1.608 -0.214 -0.285
H 1.248 -2.133 1.851
C -1.892 -3.897 -1.840
C 3.873 1.142 -3.130
H 1.855 -1.677 -2.390
C -2.059 -4.641 2.936
C 1.386 2.567 1.697
H -0.886 -3.464 -1.829
C 2.726 0.580 2.091
H 3.807 2.211 -4.988
Se -2.532 -0.482 -6.157
H -2.162 -5.370 3.727
H 1.971 -4.470 1.687
Se -1.018 1.369 -6.128
H 0.175 2.177 -2.732
C -2.524 3.369 1.098
```

Its HOMO-LUMO gap is 5.151 eV. For the total energy, the calculation gives -12638.500324 Ha. The total charge is +2. Its largest force on an atom is 0.109 Eh/bohr. The calculation puts the highest occupied orbital energy at -0.4884 hartree. For the relative energy (zero: lowest compared OMol25 entry of this formula, charge and spin), the calculation gives 0.00 kcal per mole.

Here are the Mulliken charges for atoms 1 to 6, given in e: -0.973, -0.653, -0.724, -0.306, 0.493, 0.311


[3]
A 5-piece molecular cluster, C4H14O3 overall in a non-equilibrium geometry, computed with the ωB97M-V functional and the def2-TZVPD basis.

XYZ file:
```
21
C4H14O3 | the OMol25 dataset | the ωB97M-V functional and the def2-TZVPD basis
H 0.600 0.831 -1.909
O -0.727 -2.103 1.063
H -2.063 0.622 2.005
H -0.844 0.242 -0.241
O -1.034 2.664 0.317
H -0.973 -0.998 -2.510
H 0.574 -1.566 -3.154
H 1.094 -1.225 0.257
C 1.828 0.887 0.718
C 0.066 -1.249 -2.207
C 1.360 -0.265 -0.188
C 0.670 -0.108 -1.361
H -0.969 1.751 0.721
H -1.808 3.071 0.712
H 2.819 0.664 1.149
H -0.160 -2.152 -1.603
O -1.243 0.334 1.582
H 1.823 1.758 0.101
H -1.037 -1.196 1.388
H 1.108 0.830 1.538
H -1.084 -2.792 1.625
```

Its HOMO-LUMO gap is 8.480 eV. For the total energy, the calculation gives -386.338976 Ha. The total charge is 0. Its largest force on an atom is 0.052 Eh/bohr. The calculation puts the highest occupied orbital energy at -0.3625 hartree. For the relative energy (zero: lowest compared OMol25 entry of this formula, charge and spin), the calculation gives 117.85 kcal per mole.

Here are the Mulliken charges for atoms 1 to 6, given in e: 0.333, -0.655, 0.136, 0.363, -0.654, 0.306


[4]
One molecule with the formula C6H11NS2 in a non-equilibrium geometry, computed with the ωB97M-V functional and the def2-TZVPD basis.

XYZ file:
```
20
C6H11NS2 | the OMol25 dataset | the ωB97M-V functional and the def2-TZVPD basis
H 2.983 -0.216 -0.683
H 0.777 0.047 2.317
C 1.939 0.259 -0.860
H 2.147 0.712 1.689
C -0.938 -1.793 0.654
H -2.503 -0.223 -0.980
H 0.584 -1.787 -0.808
N -1.162 1.139 -0.161
H -1.349 -2.686 0.147
H 2.238 1.313 -0.627
H -1.183 0.461 -2.110
H 0.636 1.495 1.392
H 1.762 0.166 -1.942
C 0.249 -1.277 0.025
C -1.893 0.612 -1.301
H -2.732 1.312 -1.498
C 1.177 0.560 1.461
S -1.762 0.990 1.210
S -1.928 -1.014 1.885
C 0.961 -0.070 0.188
```

Its HOMO-LUMO gap is 7.047 eV. For the total energy, the calculation gives -1086.204893 Ha. The total charge is 0. Its largest force on an atom is 0.071 Eh/bohr. The calculation puts the highest occupied orbital energy at -0.2779 hartree. For the relative energy (zero: lowest compared OMol25 entry of this formula, charge and spin), the calculation gives 86.54 kcal per mole.

Here are the Mulliken charges for atoms 1 to 6, given in e: 0.329, 0.378, -1.591, 0.570, -0.564, 0.335


[5]
A 2-piece molecular cluster, C2HBr4O2S overall in a non-equilibrium geometry, computed with the ωB97M-V functional and the def2-TZVPD basis.

XYZ file:
```
10
C2HBr4O2S | the OMol25 dataset | the ωB97M-V functional and the def2-TZVPD basis
Br -2.720 -0.243 -0.318
Br 1.192 0.098 2.821
O 0.078 -1.294 -0.361
Br 0.083 1.864 -1.271
C 1.253 0.551 0.795
C 0.324 1.353 0.497
H -0.592 1.526 1.110
O -1.481 -2.540 -1.780
S -0.933 -1.225 -1.473
Br 2.795 -0.090 -0.019
```

Its HOMO-LUMO gap is 7.484 eV. For the total energy, the calculation gives -10921.577246 Ha. The total charge is -1. Its largest force on an atom is 0.105 Eh/bohr. The calculation puts the highest occupied orbital energy at -0.1758 hartree. For the relative energy (zero: lowest compared OMol25 entry of this formula, charge and spin), the calculation gives 13.60 kcal per mole.

Here are the Mulliken charges for atoms 1 to 6, given in e: -0.416, -0.214, -0.450, -0.118, 0.158, -0.332


[6]
C24H18BrCrF5N6O4Si as an isolated structure in a non-equilibrium geometry, computed with the ωB97M-V functional and the def2-TZVPD basis.

XYZ file:
```
60
C24H18BrCrF5N6O4Si | the OMol25 dataset | the ωB97M-V functional and the def2-TZVPD basis
C 3.124 -0.537 -0.323
N -5.223 -1.199 3.268
C 5.906 -0.768 -0.879
H -1.092 0.093 -4.066
C 0.764 2.814 -0.774
O 1.862 -0.442 -0.131
O 1.212 2.397 3.811
C -0.353 -4.171 0.747
N 0.627 2.115 0.354
C 5.092 -1.888 -0.873
Cr 0.184 0.157 0.645
H -2.129 -1.330 -3.928
C 3.746 -1.775 -0.597
H -1.115 -5.096 -1.039
N -0.961 -0.499 -0.932
C -3.724 1.755 2.174
N -3.945 2.875 2.031
C 0.504 -2.870 2.748
C -1.167 -2.971 -1.178
C 0.885 4.884 0.390
F 7.217 -0.877 -1.161
C -0.904 -4.160 -0.534
C 5.348 0.465 -0.591
C -0.849 -1.776 -0.509
C 1.017 1.887 2.722
C -2.063 -0.261 -3.715
H 0.838 -1.853 2.945
H -0.144 -5.106 1.249
C -4.401 -0.508 2.854
H -4.208 -0.601 -0.358
H -2.125 2.201 -0.577
C -3.414 0.368 2.316
H -1.969 2.520 -2.308
Br 0.923 1.858 -2.391
H 0.932 5.964 0.394
H 0.997 4.691 -1.760
C -2.503 1.927 -1.563
H -3.557 2.213 -1.603
C 0.881 4.160 1.572
C 0.885 4.190 -0.810
H -0.275 -3.122 3.471
Si -2.301 0.070 -1.864
F 3.490 1.781 -0.022
H 1.333 -3.563 2.890
C 0.780 2.789 1.512
H 0.978 4.629 2.540
H -2.841 0.243 -4.296
O -1.441 0.637 1.451
F 6.126 1.557 -0.596
O 1.066 0.649 2.405
C -0.050 -2.966 1.358
N -2.293 -0.174 1.939
H -1.561 -2.934 -2.184
C 4.003 0.570 -0.309
C -3.908 -0.817 -1.385
F 2.986 -2.880 -0.596
N -0.294 -1.820 0.727
H -4.723 -0.504 -2.043
F 5.626 -3.087 -1.145
H -3.800 -1.900 -1.476
```

Its HOMO-LUMO gap (spin up / spin down) is 7.464 / 7.304 eV. For the total energy, the calculation gives -5962.371945 Ha. The total charge is -1. Its largest force on an atom is 0.032 Eh/bohr. As for the multiplicity: 4. The calculation puts the highest occupied orbital energy (spin up / spin down) at -0.1984 / -0.1995 hartree. For the relative energy (zero: lowest compared OMol25 entry of this formula, charge and spin), the calculation gives 5.53 kcal per mole. As for the expectation value of S²: 3.774.

Here are the Mulliken charges for atoms 1 to 6, given in e: 0.028, -0.558, 0.625, 0.237, -0.044, 0.165


[7]
A 2-piece molecular cluster, H2N3 overall in a non-equilibrium geometry, computed with the ωB97M-V functional and the def2-TZVPD basis.

XYZ file:
```
5
H2N3 | the OMol25 dataset | the ωB97M-V functional and the def2-TZVPD basis
H 0.746 0.070 2.104
N -0.541 -0.122 -1.224
N -0.430 -0.039 -0.095
N -0.299 0.162 1.018
H -0.831 -1.049 -1.612
```

Its HOMO-LUMO gap (spin up / spin down) is 9.818 / 9.818 eV. For the total energy, the calculation gives -164.979664 Ha. The total charge is +1. Its largest force on an atom is 0.097 Eh/bohr. The calculation puts the highest occupied orbital energy (spin up / spin down) at -0.6553 / -0.6553 hartree. For the relative energy (zero: lowest compared OMol25 entry of this formula, charge and spin), the calculation gives 61.03 kcal per mole.

Table of Mulliken atomic charges, one value per atom, all in e: 0.603, -0.391, 1.112, -0.695, 0.371